<one>
Formula: C15H23NO4
Source: OMol25
Level of theory: ωB97M-V/def2-TZVPD

Summary:
**HOMO**: -8.31 eV
**Molecular weight**: 281.35 g/mol
**Lowest unoccupied orbital energy**: 0.721 eV
**Gap between HOMO and LUMO**: 9.0268 eV
**Net charge**: 0
**SMILES**: CCCCCCCn1ccc(O)c(CC(=O)OC)c1=O

Last columns: bonded neighbours and bond lengths (Å).
CARTESIAN COORDINATES (ANGSTROEM)
1 C -0.8902 5.3733 -0.3643  C2 1.524, H21 1.088, H22 1.087, H23 1.088
2 C 0.2551 4.3952 -0.1314  C1 1.524, C3 1.527, H24 1.092, H25 1.091
3 C 0.7466 3.7854 -1.4425  C2 1.527, C4 1.529, H26 1.093, H27 1.093
4 C 1.9721 2.8874 -1.2738  C3 1.529, C5 1.527, H28 1.094, H29 1.093
5 C 1.6834 1.6248 -0.4656  C4 1.527, C6 1.527, H30 1.093, H31 1.090
6 C 2.8873 0.6857 -0.4372  C5 1.527, C7 1.530, H32 1.092, H33 1.093
7 C 2.6611 -0.5060 0.4955  C6 1.530, N8 1.451, H34 1.093, H35 1.094
8 N 1.5067 -1.2917 0.1017  C7 1.451, C9 1.348, C19 1.398
9 C 1.5811 -2.0888 -0.9828  N8 1.348, C10 1.353, H36 1.080
10 C 0.5236 -2.8080 -1.4256  C9 1.353, C11 1.420, H37 1.075
11 C -0.7038 -2.7314 -0.7153  C10 1.420, O12 1.347, C13 1.371
12 O -1.7220 -3.4668 -1.2033  C11 1.347, H38 0.971
13 C -0.7928 -1.9311 0.3944  C11 1.371, C14 1.512, C19 1.444
14 C -2.0575 -1.7876 1.2109  C13 1.512, C15 1.511, H39 1.092, H40 1.093
15 C -2.3986 -3.1035 1.8703  C14 1.511, O16 1.197, O17 1.356
16 O -1.9238 -3.5487 2.8744  C15 1.197
17 O -3.3243 -3.7689 1.1365  C15 1.356, C18 1.422
18 C -3.7123 -5.0487 1.6208  O17 1.422, H41 1.092, H42 1.091, H43 1.087
19 C 0.3333 -1.1495 0.8483  N8 1.398, C13 1.444, O20 1.222
20 O 0.3038 -0.3929 1.8070  C19 1.222
21 H -0.5722 6.1899 -1.0094  C1 1.088
22 H -1.2322 5.7940 0.5784  C1 1.087
23 H -1.7297 4.8702 -0.8396  C1 1.088
24 H 1.0829 4.9161 0.3553  C2 1.092
25 H -0.0829 3.6040 0.5391  C2 1.091
26 H 1.0002 4.5953 -2.1318  C3 1.093
27 H -0.0626 3.2084 -1.8966  C3 1.093
28 H 2.3317 2.5969 -2.2648  C4 1.094
29 H 2.7697 3.4538 -0.7872  C4 1.093
30 H 0.8283 1.1055 -0.9050  C5 1.093
31 H 1.4188 1.8874 0.5586  C5 1.090
32 H 3.7660 1.2286 -0.0837  C6 1.092
33 H 3.0985 0.3297 -1.4491  C6 1.093
34 H 2.4578 -0.1479 1.5077  C7 1.093
35 H 3.5433 -1.1521 0.5081  C7 1.094
36 H 2.5390 -2.1251 -1.4804  C9 1.080
37 H 0.5866 -3.4425 -2.2914  C10 1.075
38 H -2.4902 -3.4349 -0.6108  O12 0.971
39 H -1.8459 -1.0465 1.9847  C14 1.092
40 H -2.8974 -1.4606 0.5932  C14 1.093
41 H -2.8704 -5.7416 1.5687  C18 1.092
42 H -4.0440 -4.9731 2.6573  C18 1.091
43 H -4.5239 -5.3838 0.9803  C18 1.087

<two>
Formula: C15H23NO4
Source: OMol25
Level of theory: ωB97M-V/def2-TZVPD

Summary:
**HOMO**: -8.01 eV
**Molecular weight**: 281.35 g/mol
**Lowest unoccupied orbital energy**: 0.778 eV
**Gap between HOMO and LUMO**: 8.7887 eV
**Net charge**: 0
**SMILES**: CCOCCCNC(=O)Cc1ccc(OC)c(OC)c1

Last columns: bonded neighbours and bond lengths (Å).
CARTESIAN COORDINATES (ANGSTROEM)
1 C 2.6727 2.1827 2.3468  C2 1.528, H21 1.087, H22 1.086, H23 1.088
2 C 2.0301 0.8243 2.6232  C1 1.528, O3 1.414, H24 1.093, H25 1.097
3 O 1.1677 0.3810 1.5944  C2 1.414, C4 1.409
4 C -0.0640 1.0525 1.4626  O3 1.409, C5 1.535, H26 1.094, H27 1.099
5 C -1.0608 0.7966 2.6021  C4 1.535, C6 1.529, H28 1.091, H29 1.092
6 C -1.2705 -0.6927 2.8782  C5 1.529, N7 1.442, H30 1.097, H31 1.093
7 N -1.7275 -1.3997 1.7069  C6 1.442, C8 1.352, H32 1.008
8 C -1.0937 -2.4943 1.2283  N7 1.352, O9 1.211, C10 1.527
9 O -0.2134 -3.0696 1.8281  C8 1.211
10 C -1.6056 -2.9253 -0.1437  C8 1.527, C11 1.504, H33 1.091, H34 1.091
11 C -1.4184 -1.7970 -1.1197  C10 1.504, C12 1.384, C20 1.391
12 C -2.4772 -1.2298 -1.8075  C11 1.384, C13 1.382, H35 1.080
13 C -2.2474 -0.1754 -2.6715  C12 1.382, C14 1.390, H36 1.079
14 C -0.9778 0.3599 -2.8581  C13 1.390, O15 1.366, C17 1.410
15 O -0.9369 1.4126 -3.7276  C14 1.366, C16 1.410
16 C 0.2877 1.8767 -4.2491  O15 1.410, H37 1.090, H38 1.092, H39 1.092
17 C 0.1003 -0.1913 -2.1364  C14 1.410, O18 1.369, C20 1.388
18 O 1.3402 0.3710 -2.2813  C17 1.369, C19 1.410
19 C 2.4012 -0.1300 -1.4986  O18 1.410, H40 1.089, H41 1.094, H42 1.094
20 C -0.1441 -1.2685 -1.2959  C11 1.391, C17 1.388, H43 1.078
21 H 3.1355 2.1823 1.3629  C1 1.087
22 H 3.4353 2.3794 3.0952  C1 1.086
23 H 1.9383 2.9838 2.3872  C1 1.088
24 H 2.8042 0.0536 2.6705  C2 1.093
25 H 1.5089 0.8467 3.5886  C2 1.097
26 H -0.4773 0.6714 0.5241  C4 1.094
27 H 0.0876 2.1352 1.3547  C4 1.099
28 H -0.7176 1.2740 3.5214  C5 1.091
29 H -2.0092 1.2602 2.3214  C5 1.092
30 H -1.9925 -0.8119 3.6959  C6 1.097
31 H -0.3291 -1.1657 3.1695  C6 1.093
32 H -2.4230 -0.9495 1.1322  N7 1.008
33 H -2.6590 -3.2010 -0.0718  C10 1.091
34 H -1.0345 -3.8032 -0.4507  C10 1.091
35 H -3.4794 -1.6140 -1.6865  C12 1.080
36 H -3.0573 0.2707 -3.2268  C13 1.079
37 H 0.0128 2.5864 -5.0298  C16 1.090
38 H 0.8874 2.3837 -3.4906  C16 1.092
39 H 0.8727 1.0646 -4.6864  C16 1.092
40 H 3.2550 0.5031 -1.7375  C19 1.089
41 H 2.6380 -1.1658 -1.7612  C19 1.094
42 H 2.1766 -0.0623 -0.4302  C19 1.094
43 H 0.6643 -1.7055 -0.7330  C20 1.078

In order of decreasing stability: <one>, <two>.

<one>
Formula: C3H6N3O2
Source: OMol25
Level of theory: ωB97M-V/def2-TZVPD

Summary:
**HOMO**: -14.06 eV
**Molecular weight**: 116.10 g/mol
**Lowest unoccupied orbital energy**: -5.437 eV
**Gap between HOMO and LUMO**: 8.6196 eV
**Net charge**: +1
**SMILES**: [H]/N=C/C(=C/N)[N+](=O)O

Last columns: bonded neighbours and bond lengths (Å).
CARTESIAN COORDINATES (ANGSTROEM)
1 H 1.0130 -3.3367 -0.0432  N2 0.975
2 N 1.0947 -2.3691 0.0428  H1 0.975, C3 1.221
3 C -0.0039 -1.8398 -0.0124  N2 1.221, C4 1.498, H10 1.168
4 C -0.1852 -0.3534 0.0343  C3 1.498, C5 1.631, N7 1.337
5 C 1.1491 0.5743 0.1749  C4 1.631, N6 1.225, H11 1.177
6 N 1.1218 1.7575 -0.1423  C5 1.225, H12 1.001, H13 1.011
7 N -1.3831 0.2401 0.0624  C4 1.337, O8 1.200, O9 1.451
8 O -2.3891 -0.4076 -0.0358  N7 1.200
9 O -1.4668 1.6815 0.2087  N7 1.451, H14 0.951
10 H -0.9802 -2.4513 -0.2054  C3 1.168
11 H 2.1532 -0.0308 0.2738  C5 1.177
12 H 0.2029 2.1413 -0.2401  N6 1.001
13 H 1.9816 2.2853 -0.2067  N6 1.011
14 H -2.3082 2.1088 0.0889  O9 0.951

<two>
Formula: C3H6N3O2
Source: OMol25
Level of theory: ωB97M-V/def2-TZVPD

Summary:
**HOMO (alpha / beta)**: -14.06 / -14.29 eV
**Molecular weight**: 116.10 g/mol
**Lowest unoccupied orbital energy (alpha / beta)**: -6.030 / -5.707 eV
**Gap between HOMO and LUMO (alpha / beta)**: 8.0329 / 8.5818 eV
**Net charge**: +1

Last columns: bonded neighbours and bond lengths (Å).
CARTESIAN COORDINATES (ANGSTROEM)
1 C 0.7799 0.4342 1.4775  N4 1.316, N5 1.267
2 C 0.1210 0.5217 -0.7181  C3 1.596, N4 1.482, H9 1.061, H10 1.069
3 C -0.6113 -0.6577 0.0699  C2 1.596, N5 1.465, H11 1.064, H12 1.064
4 N 1.0264 1.0400 0.3351  C1 1.316, C2 1.482, H13 0.972
5 N -0.0716 -0.5025 1.4232  C1 1.267, C3 1.465, H14 1.054
6 N 1.4202 1.2357 3.6684  O7 1.141, O8 1.130
7 O 2.0491 2.1631 3.4512  N6 1.141
8 O 0.9651 0.4695 4.3633  N6 1.130
9 H 0.7459 0.0707 -1.4480  C2 1.061
10 H -0.6821 1.2108 -0.8708  C2 1.069
11 H -1.6253 -0.3391 0.1112  C3 1.064
12 H -0.2390 -1.5837 -0.2999  C3 1.064
13 H 1.7373 1.6993 0.2650  N4 0.972
14 H -0.2561 -1.3335 2.0455  N5 1.054

In order of decreasing stability: <one>, <two>.

<one>
Formula: C12H19NO
Source: OMol25
Level of theory: ωB97M-V/def2-TZVPD

Summary:
**HOMO**: -8.98 eV
**Molecular weight**: 193.29 g/mol
**Lowest unoccupied orbital energy**: 0.793 eV
**Gap between HOMO and LUMO**: 9.7725 eV
**Net charge**: 0
**SMILES**: CCN(C)C(C)=O.Cc1ccccc1

Last columns: bonded neighbours and bond lengths (Å).
CARTESIAN COORDINATES (ANGSTROEM)
1 C -0.3573 2.4268 -0.8967  C2 1.537, H8 1.085, H9 1.093, H10 1.088
2 C -0.7319 1.0530 -1.4745  C1 1.537, N3 1.462, H11 1.089, H12 1.090
3 N -1.7056 0.3462 -0.6435  C2 1.462, C4 1.452, C5 1.355
4 C -1.8087 0.6736 0.7673  N3 1.452, H13 1.091, H14 1.067, H15 1.061
5 C -2.6303 -0.4762 -1.1960  N3 1.355, C6 1.520, O7 1.216
6 C -2.3908 -0.9649 -2.6150  C5 1.520, H16 1.077, H17 1.097, H18 1.088
7 O -3.6330 -0.8496 -0.6189  C5 1.216
8 H -1.2738 3.0059 -0.8525  C1 1.085
9 H 0.3044 2.9341 -1.6036  C1 1.093
10 H 0.2319 2.3678 0.0163  C1 1.088
11 H -1.2440 1.3299 -2.3945  C2 1.089
12 H 0.1617 0.4452 -1.6155  C2 1.090
13 H -2.2427 1.6473 0.9988  C4 1.091
14 H -2.5197 0.0830 1.3006  C4 1.067
15 H -0.8791 0.3521 1.1647  C4 1.061
16 H -2.5484 -0.2471 -3.4018  C6 1.077
17 H -1.3839 -1.3108 -2.8812  C6 1.097
18 H -3.0118 -1.8578 -2.6115  C6 1.088
19 C 1.1135 -2.7407 0.6024  C20 1.494, H26 1.093, H27 1.089, H28 1.080
20 C 1.5292 -1.3636 1.0054  C19 1.494, C21 1.407, C25 1.375
21 C 2.5972 -0.7169 0.3579  C20 1.407, C22 1.379, H29 1.086
22 C 3.0529 0.5277 0.7395  C21 1.379, C23 1.405, H30 1.082
23 C 2.5805 1.1036 1.9303  C22 1.405, C24 1.366, H31 1.081
24 C 1.5042 0.5304 2.5462  C23 1.366, C25 1.411, H32 1.070
25 C 0.9434 -0.6561 2.0288  C20 1.375, C24 1.411, H33 1.075
26 H 1.9345 -3.4194 0.8472  C19 1.093
27 H 0.9122 -2.8042 -0.4656  C19 1.089
28 H 0.2649 -3.0980 1.1667  C19 1.080
29 H 3.0776 -1.1016 -0.5369  C21 1.086
30 H 3.8829 0.8938 0.1501  C22 1.082
31 H 3.2047 1.8933 2.3236  C23 1.081
32 H 1.1084 0.8820 3.4765  C24 1.070
33 H -0.0431 -0.8890 2.3854  C25 1.075

<two>
Formula: C12H19NO
Source: OMol25
Level of theory: ωB97M-V/def2-TZVPD

Summary:
**HOMO**: -8.44 eV
**Molecular weight**: 193.29 g/mol
**Lowest unoccupied orbital energy**: 0.848 eV
**Gap between HOMO and LUMO**: 9.2868 eV
**Net charge**: 0
**SMILES**: CCN(C)C(C)=O.Cc1ccccc1

Last columns: bonded neighbours and bond lengths (Å).
CARTESIAN COORDINATES (ANGSTROEM)
1 C -1.7487 1.3308 -0.9491  C2 1.577, H8 1.171, H9 1.093, H10 1.290
2 C -2.1934 0.4493 -2.1790  C1 1.577, N3 1.404, H11 1.031, H12 1.159
3 N -1.8930 -0.8392 -1.7080  C2 1.404, C4 1.505, C5 1.423
4 C -2.7928 -2.0178 -1.9640  N3 1.505, H13 1.118, H14 1.249, H15 1.053
5 C -0.5956 -1.3074 -1.3574  N3 1.423, C6 1.556, O7 1.195
6 C 0.7452 -0.8967 -2.0315  C5 1.556, H16 1.072, H17 1.086, H18 1.154
7 O -0.5282 -2.2264 -0.5963  C5 1.195
8 H -2.7571 1.8923 -0.7491  C1 1.171
9 H -1.1394 2.1972 -1.2186  C1 1.093
10 H -1.1109 1.1639 0.1601  C1 1.290
11 H -3.0636 0.9995 -2.2350  C2 1.031
12 H -1.6704 0.5267 -3.2106  C2 1.159
13 H -2.3462 -2.5874 -2.8161  C4 1.118
14 H -2.7379 -2.7784 -0.9747  C4 1.249
15 H -3.6943 -1.4782 -2.0284  C4 1.053
16 H 1.5513 -1.0371 -1.3390  C6 1.072
17 H 0.8270 -1.3394 -3.0198  C6 1.086
18 H 0.6976 0.2535 -2.1110  C6 1.154
19 C 3.2263 1.7469 1.2187  C20 1.432, H26 1.182, H27 1.179, H28 1.117
20 C 2.1029 0.9587 1.6264  C19 1.432, C21 1.341, C25 1.470
21 C 0.8325 1.3874 1.6008  C20 1.341, C22 1.446, H29 1.156
22 C -0.1742 0.6621 2.3426  C21 1.446, C23 1.395, H30 1.136
23 C 0.1156 -0.6428 2.7422  C22 1.395, C24 1.379, H31 1.125
24 C 1.4211 -1.0662 2.8770  C23 1.379, C25 1.393, H32 1.095
25 C 2.4407 -0.2612 2.3748  C20 1.470, C24 1.393, H33 1.086
26 H 2.9314 2.5323 0.3855  C19 1.182
27 H 3.7282 0.8683 0.6131  C19 1.179
28 H 3.9440 2.0850 2.0050  C19 1.117
29 H 0.5483 2.2861 0.9309  C21 1.156
30 H -1.2079 1.0427 2.6194  C22 1.136
31 H -0.6294 -1.3150 3.2504  C23 1.125
32 H 1.6853 -2.0738 3.2151  C24 1.095
33 H 3.4857 -0.5159 2.5256  C25 1.086

In order of decreasing stability: <one>, <two>.